# 1
# C7H16OSi

2 unconnected molecules or ions with the total composition C7H16OSi at a distorted geometry (ωB97M-V/def2-TZVPD, the Open Molecules 2025 dataset).

## Properties
E_HOMO   -0.2970 Eh
Energy relative to the best compared isomer or geometry (same formula, charge and spin)   500.5 kJ/mol
Total energy   -17439.672 eV
SMILES   C=[Si](C)C.CC1(C)CO1
Molecular weight   144.3 u
Kohn-Sham gap   8.7700 eV

XYZ file:
```
25
Properties=species:S:1:pos:R:3:forces:R:3:nbo_charge:R:1
C -0.843 1.372 -1.921 -2.03 -2.44 -0.24 -1.1421
Si -2.127 0.264 -2.190 -0.14 0.33 -0.53 1.4185
C -2.065 -1.430 -1.280 0.99 3.46 1.66 -1.0690
C -3.652 0.851 -3.330 1.38 -0.74 -1.88 -1.0799
H -0.963 2.359 -2.134 -0.08 2.70 -0.90 0.2120
H -0.016 1.114 -1.351 1.49 -0.48 1.02 0.2139
H -1.595 -2.231 -1.697 1.52 -1.96 -1.62 0.2406
H -1.563 -1.268 -0.256 -1.02 -0.09 -1.49 0.2510
H -3.059 -1.699 -1.190 -2.20 -0.69 0.75 0.2289
H -3.608 0.604 -4.479 0.56 0.21 2.16 0.2472
H -4.623 0.498 -3.100 -0.92 -0.75 0.82 0.2330
H -3.771 1.926 -3.320 0.45 0.42 0.28 0.2449
C 2.634 0.949 1.209 0.16 -1.30 -3.08 -0.6373
C 1.851 0.110 2.182 0.13 2.09 0.52 0.1817
C 2.244 0.529 3.553 -2.95 -0.13 1.28 -0.6257
C 0.485 -0.246 1.953 -3.83 1.80 0.59 -0.0874
O 1.419 -1.202 1.937 2.72 -2.84 -0.25 -0.4730
H 2.404 2.052 1.177 0.06 -1.32 0.29 0.2307
H 2.482 0.487 0.156 -0.03 1.05 1.41 0.2213
H 3.705 0.781 1.355 0.01 0.37 0.27 0.2130
H 1.843 1.587 3.605 1.11 -1.04 0.54 0.2207
H 3.249 0.352 3.675 2.68 0.63 0.22 0.2103
H 1.843 -0.091 4.400 -0.43 0.57 -0.92 0.2171
H 0.004 -0.060 0.993 -0.08 0.23 0.07 0.1699
H -0.198 -0.226 2.847 0.45 -0.10 -0.94 0.1599
```
Forces are in eV/Å.

---

# 2
# C2H3ClFNOS

A molecular structure, C2H3ClFNOS at a distorted geometry (ωB97M-V/def2-TZVPD, the Open Molecules 2025 dataset).

## Properties
E_HOMO   -0.3603 Eh
Energy relative to the best compared isomer or geometry (same formula, charge and spin)   264.2 kJ/mol
Total energy   -31732.848 eV
Molecular weight   143.6 u
Kohn-Sham gap   7.4886 eV

XYZ file:
```
10
Properties=species:S:1:pos:R:3:forces:R:3:nbo_charge:R:1
C 0.374 1.252 -0.213 -0.99 0.58 -0.94 0.9007
C -1.358 -0.455 0.234 0.84 -1.39 -0.69 -0.4416
N -0.013 -0.002 -0.118 1.61 -3.78 0.43 -0.4482
O -0.366 2.180 -0.459 1.22 -0.37 0.59 -0.5896
F 1.711 1.279 -0.205 0.25 1.47 0.10 -0.3354
S 1.672 -1.463 0.623 -2.81 2.03 -0.67 0.3099
Cl 2.930 -1.137 -0.830 0.47 -0.26 -0.40 -0.0636
H -1.434 -0.093 1.232 -0.97 -0.53 1.18 0.2018
H -2.133 0.072 -0.355 0.58 -0.44 -0.08 0.2404
H -1.383 -1.633 0.090 -0.21 2.70 0.48 0.2257
```
Forces are in eV/Å.

---

# 3
# C4H12

2 unconnected molecules or ions with the total composition C4H12 (ωB97M-V/def2-TZVPD, the Open Molecules 2025 dataset).

## Properties
E_HOMO (spin up / spin down)   0.0562 / -0.2968 Eh
Energy relative to the best compared isomer or geometry (same formula, charge and spin)   4.4 kJ/mol
Total energy   -4340.991 eV
Molecular weight   60.1 u
2S+1   2
Kohn-Sham gap (spin up / spin down)   2.7546 / 12.5071 eV
Net charge   -1

XYZ file:
```
16
Properties=species:S:1:pos:R:3:forces:R:3:nbo_charge:R:1
C -1.988 1.687 0.203 0.06 -0.22 -0.48 -0.8790
C -2.149 2.074 -1.277 0.10 -0.19 0.31 -0.7486
H -2.472 2.392 0.886 0.24 0.03 -0.04 0.1788
H -2.416 0.698 0.375 -0.20 -0.03 0.11 0.1874
H -0.923 1.569 0.426 -0.09 0.18 0.22 0.1883
H -1.976 1.200 -1.909 0.03 -0.01 -0.03 0.1925
H -1.410 2.821 -1.569 -0.11 0.17 -0.02 0.1887
H -3.152 2.442 -1.487 -0.08 0.09 -0.08 0.1786
C 1.963 -2.346 -0.033 -0.28 0.19 -0.37 -0.7684
C 2.181 -1.367 1.109 0.35 -0.26 0.43 -0.8324
H 0.960 -2.772 0.053 0.08 -0.23 0.05 0.1919
H 1.957 -1.851 -1.009 0.23 0.07 0.03 0.1910
H 2.713 -3.145 -0.059 -0.14 0.03 0.09 0.1777
H 3.215 -1.015 1.192 -0.08 0.08 -0.25 0.1803
H 1.981 -1.884 2.053 -0.10 0.12 0.07 0.1803
H 1.517 -0.505 1.047 -0.02 -0.01 -0.04 0.1927
```
Forces are in eV/Å.

---

# 4
# C8H11NO3

C8H11NO3 in the gas phase at a distorted geometry (ωB97M-V/def2-TZVPD, the Open Molecules 2025 dataset).

## Properties
E_HOMO   -0.2698 Eh
Energy relative to the best compared isomer or geometry (same formula, charge and spin)   316.7 kJ/mol
Total energy   -16103.867 eV
SMILES   C=C[C@H](CO)n1c(O)ccc1O
Molecular weight   169.2 u
Kohn-Sham gap   7.9969 eV

XYZ file:
```
23
Properties=species:S:1:pos:R:3:forces:R:3:nbo_charge:R:1
C 2.779 0.767 -0.824 -1.38 -0.50 -0.99 -0.3542
C 1.608 0.160 -0.997 1.12 0.66 -2.09 -0.2058
C 0.810 -0.555 0.009 -0.68 0.98 3.81 -0.0901
C 0.752 -2.113 0.060 -0.23 0.11 -0.58 -0.0834
O -0.307 -2.481 0.914 0.71 -0.74 1.94 -0.7099
N -0.585 0.187 0.124 1.70 -1.12 0.15 -0.3664
C -1.016 0.885 1.244 1.09 -0.19 -0.19 0.4011
O -0.231 0.824 2.354 -0.36 -1.02 0.79 -0.7114
C -2.194 1.485 0.959 1.08 -0.58 -0.44 -0.3364
C -2.515 1.239 -0.400 -0.35 0.33 -0.44 -0.3985
C -1.501 0.427 -0.844 0.15 -0.45 -1.69 0.4434
O -1.192 -0.138 -2.075 -0.86 0.32 0.36 -0.6931
H 3.296 1.344 -1.561 -0.05 0.02 -0.67 0.1995
H 3.285 0.655 0.050 1.34 0.00 2.76 0.1735
H 1.293 0.237 -2.047 -0.77 -0.27 0.64 0.2223
H 1.213 -0.325 1.105 -0.59 -0.10 -2.40 0.2316
H 0.635 -2.565 -0.899 -1.50 0.13 -1.16 0.1843
H 1.693 -2.690 0.188 0.19 1.24 1.30 0.1880
H -0.014 -2.551 1.882 -0.42 0.32 -2.25 0.4780
H 0.281 1.590 2.605 -0.19 0.62 -0.50 0.4925
H -2.725 2.050 1.629 -1.21 1.28 1.39 0.2148
H -3.347 1.783 -0.902 0.91 -1.05 0.11 0.2303
H -2.019 -0.213 -2.573 0.32 0.01 0.13 0.4898
```
Forces are in eV/Å.

---

# 5
# C29H45ClF9OPTb

A molecular structure, C29H45ClF9OPTb at a distorted geometry (ωB97M-V/def2-TZVPD, the Open Molecules 2025 dataset).

## Properties
E_HOMO (spin up / spin down)   -0.1195 / -0.0774 Eh
Total energy   -101555.206 eV
Molecular weight   806.0 u
2S+1   7
Kohn-Sham gap (spin up / spin down)   5.8714 / 4.7264 eV
Net charge   -1

XYZ file:
```
87
Properties=species:S:1:pos:R:3:forces:R:3:mulliken_spin:R:1
Tb 0.079 1.217 1.870 -0.41 -0.66 -0.70 6.8135
Cl -1.934 0.607 0.346 -0.90 -0.03 -0.29 -0.0256
P 0.067 0.299 -2.335 0.44 -0.33 0.33 -0.0446
C -0.288 3.321 2.511 -0.65 2.50 1.99 -0.8685
H 0.487 3.415 3.344 -0.32 -0.11 -0.62 -0.0071
H -1.138 3.951 2.953 0.75 -0.71 -0.72 0.0088
C 1.421 -0.609 -3.292 -0.51 0.25 0.07 0.0008
C 0.134 2.127 -2.810 -0.32 -0.57 -0.04 -0.0102
C 2.787 -0.019 -2.916 0.09 -0.05 -0.02 0.0041
H 1.351 -1.611 -2.822 0.11 0.24 -0.14 -0.0002
C 3.935 -0.907 -3.405 -0.13 0.02 0.08 -0.0002
H 2.903 0.982 -3.359 -0.01 -0.27 0.11 0.0003
H 2.866 0.113 -1.833 -0.25 -0.06 -0.27 -0.0003
C 3.837 -1.210 -4.904 -0.02 0.09 0.01 0.0000
H 4.890 -0.417 -3.178 -0.07 -0.15 -0.05 0.0000
H 3.912 -1.846 -2.835 0.02 0.06 -0.08 0.0000
C 2.443 -1.690 -5.327 -0.04 -0.04 0.05 0.0000
H 4.099 -0.305 -5.469 -0.07 -0.04 0.05 0.0000
H 4.581 -1.971 -5.167 -0.05 0.10 -0.06 0.0000
C 1.302 -0.803 -4.805 0.31 -0.01 -0.14 0.0013
H 2.386 -1.746 -6.420 0.05 -0.09 0.08 0.0000
H 2.291 -2.708 -4.942 0.00 0.05 -0.04 0.0000
H 1.336 0.171 -5.313 0.02 -0.23 0.08 -0.0004
H 0.341 -1.265 -5.065 0.26 0.08 0.04 0.0005
C -1.553 -0.344 -3.048 0.28 0.53 0.20 0.0058
C 0.697 2.429 -4.201 -0.09 0.31 -0.09 -0.0034
H -0.935 2.413 -2.791 0.26 0.05 0.00 0.0004
C 0.635 3.930 -4.503 0.06 -0.05 0.04 -0.0002
H 1.743 2.098 -4.257 -0.29 0.15 -0.04 0.0008
H 0.142 1.879 -4.975 0.15 0.15 0.24 0.0001
C 1.359 4.762 -3.441 0.04 -0.09 -0.01 -0.0025
H 1.073 4.116 -5.491 -0.08 0.08 0.05 0.0001
H -0.419 4.236 -4.551 0.06 0.00 0.00 -0.0001
C 0.893 4.435 -2.019 -0.18 0.00 0.02 -0.0013
H 2.441 4.587 -3.520 -0.08 -0.05 -0.01 0.0002
H 1.197 5.828 -3.642 0.09 -0.06 0.02 -0.0008
C 0.859 2.931 -1.712 0.05 -0.03 0.04 0.0490
H 1.542 4.936 -1.290 -0.15 -0.05 -0.09 -0.0027
H -0.118 4.842 -1.874 0.09 -0.04 -0.02 0.0017
H 1.889 2.564 -1.590 -0.31 0.00 -0.09 0.0069
H 0.354 2.786 -0.739 0.20 -0.02 -0.40 -0.0357
C -1.605 -1.881 -3.000 -0.03 0.12 -0.07 -0.0011
H -2.254 0.034 -2.280 0.08 -0.16 -0.25 0.0011
C -2.998 -2.403 -3.385 0.09 0.17 0.14 -0.0003
H -0.859 -2.307 -3.687 -0.12 0.05 0.10 0.0001
H -1.348 -2.228 -1.989 -0.02 0.12 -0.18 0.0011
C -3.482 -1.851 -4.728 0.12 0.09 -0.06 0.0001
H -2.981 -3.499 -3.413 -0.07 0.08 0.01 0.0001
H -3.707 -2.110 -2.599 0.07 -0.03 -0.07 -0.0001
C -3.364 -0.322 -4.815 -0.09 0.04 0.10 -0.0001
H -2.900 -2.307 -5.540 0.02 0.04 0.06 0.0000
H -4.527 -2.142 -4.888 0.12 0.00 -0.04 0.0000
C -1.985 0.211 -4.411 0.00 -0.29 -0.11 -0.0008
H -3.597 0.012 -5.833 -0.08 -0.04 0.09 0.0000
H -4.113 0.127 -4.150 0.04 -0.05 -0.05 0.0001
H -1.247 -0.066 -5.178 -0.21 0.08 0.12 0.0004
H -2.018 1.310 -4.384 0.02 -0.24 0.01 -0.0001
C 0.525 -2.543 1.707 1.18 -0.01 -1.26 0.0472
C 0.018 -1.577 2.419 -0.67 0.54 3.46 0.0500
H 1.541 -2.411 1.298 -0.39 -0.44 0.43 0.0020
C -1.432 -1.674 2.861 -0.82 0.68 -0.96 0.0321
H 0.650 -0.839 3.001 -0.38 -0.89 -1.09 -0.1648
C -1.986 -3.080 3.051 0.33 0.08 0.84 0.0001
H -1.773 -1.006 3.668 0.67 -0.20 -0.01 0.0176
H -1.947 -1.263 1.980 -0.30 -0.02 0.21 -0.0183
C -1.643 -3.983 1.895 -0.26 -0.19 -0.40 -0.0001
H -1.584 -3.524 3.972 0.01 0.16 -0.01 -0.0001
H -3.072 -3.026 3.181 0.10 0.01 0.01 -0.0003
C -0.267 -3.720 1.257 -0.11 -0.53 -0.49 0.0001
H -1.709 -5.020 2.218 0.15 -0.16 0.10 -0.0001
H -2.419 -3.920 1.129 0.06 0.32 -0.08 0.0002
H 0.355 -4.605 1.432 0.07 0.06 -0.36 0.0000
H -0.448 -3.618 0.177 0.38 -0.21 0.06 0.0006
F 2.949 3.247 1.804 0.77 -0.97 0.75 0.0027
C 3.454 2.140 2.426 -0.97 1.04 0.63 -0.0337
F 4.675 2.445 2.910 -0.80 -0.12 0.00 0.0016
F 2.623 1.892 3.502 0.94 0.34 -0.90 -0.0101
C 3.393 0.946 1.452 -1.33 -0.10 -0.56 0.0969
O 2.079 0.793 1.028 3.03 -0.09 0.46 0.0844
C 4.369 1.265 0.288 0.04 0.34 -1.40 0.0088
F 5.593 1.689 0.694 -0.70 -0.23 -0.41 0.0003
F 4.574 0.182 -0.511 0.08 0.83 0.68 0.0004
F 3.837 2.241 -0.503 0.71 -0.79 0.65 0.0008
C 3.911 -0.341 2.128 -0.32 -0.94 0.40 -0.0100
F 5.220 -0.264 2.486 -0.80 -0.24 -0.15 0.0003
F 3.190 -0.629 3.251 0.70 0.15 -0.79 0.0010
F 3.760 -1.403 1.293 0.28 0.69 0.79 0.0000
```
Forces are in eV/Å.

---

# 6
# C9H12NOS

A molecular structure, C9H12NOS at a distorted geometry (ωB97M-V/def2-TZVPD, the Open Molecules 2025 dataset).

## Properties
E_HOMO (spin up / spin down)   -0.3814 / -0.4990 Eh
Energy relative to the best compared isomer or geometry (same formula, charge and spin)   233.0 kJ/mol
Total energy   -23886.795 eV
Molecular weight   182.3 u
2S+1   3
Kohn-Sham gap (spin up / spin down)   7.7278 / 6.7582 eV
Net charge   +1

XYZ file:
```
24
Properties=species:S:1:pos:R:3:forces:R:3:nbo_charge:R:1
C -0.388 0.901 0.169 -0.42 1.30 1.95 -0.3827
C -0.819 -3.551 0.072 -0.34 0.83 -0.69 -0.1210
C 0.146 -0.185 -0.460 -1.71 -1.40 -0.88 0.1521
C -0.961 -2.424 -0.316 -0.07 -1.80 1.25 -0.0818
C 1.524 -0.367 -0.701 -2.38 -1.24 -0.30 -0.0526
C -1.236 -1.091 -0.713 4.56 0.16 0.41 0.0191
C -1.871 0.724 0.435 1.36 2.02 0.54 0.3159
C -2.678 1.019 1.682 0.57 3.33 -2.91 -0.6456
C 3.844 0.166 -0.432 0.17 -0.56 -1.08 -0.4258
N 2.452 0.456 -0.332 0.63 2.64 1.38 -0.4118
O -2.221 -0.483 0.023 -0.88 -1.10 -0.48 -0.4582
S -2.070 1.937 -1.122 -0.78 0.18 -0.17 0.1754
H 0.251 1.712 0.487 -0.60 0.23 0.40 0.2348
H -0.865 -4.589 0.220 0.27 -0.65 0.36 0.2516
H 2.012 -1.224 -1.005 -0.24 -2.35 -0.93 0.2210
H -1.373 -1.168 -1.743 -0.83 0.68 -2.03 0.2396
H -3.676 1.095 1.409 -2.12 -0.30 -1.13 0.2482
H -2.608 1.996 2.111 1.18 0.40 0.64 0.2425
H -2.666 0.223 2.280 0.75 -2.96 2.85 0.2477
H 4.121 0.455 -1.440 0.71 -0.10 -0.15 0.2227
H 4.336 0.741 0.285 0.99 1.17 0.94 0.2282
H 4.139 -0.855 -0.214 -0.53 -0.28 -0.22 0.2322
H 2.279 1.439 -0.168 -0.33 -0.09 0.17 0.4024
H -1.671 3.073 -0.526 0.05 -0.11 0.09 0.1459
```
Forces are in eV/Å.

---

> What is the molecular weight in the second record?

143.6 u

---

> Look up the total energy of the second one.

-31732.848 eV